(i)
C3H11NO | ωB97M-V/def2-TZVPD

## Properties
* HOMO level: -9.16 eV
* lowest unoccupied orbital energy: 0.034 hartree
* SMILES: CN(C)C.O

Positions of all 16 atoms, in Å:
C (0.394, -1.275, 0.191)
N (0.035, 0.137, 0.338)
C (1.206, 0.968, 0.588)
C (-0.970, 0.304, 1.401)
H (1.017, -1.354, -0.685)
H (0.957, -1.701, 1.035)
H (-0.490, -1.885, 0.031)
H (0.918, 2.016, 0.653)
H (1.790, 0.930, -0.337)
H (1.761, 0.672, 1.484)
H (-0.504, 0.435, 2.382)
H (-1.515, 1.240, 1.259)
H (-1.638, -0.553, 1.421)
H (-0.467, 0.080, -1.443)
H (-1.431, -0.375, -2.600)
O (-0.561, -0.015, -2.418)

(ii)
C3H11NO | ωB97M-V/def2-TZVPD

## Properties
* HOMO level: -9.26 eV
* lowest unoccupied orbital energy: 0.029 hartree
* SMILES: CC(C)N.O

Positions of all 16 atoms, in Å:
C (0.431, 1.181, -0.259)
C (1.026, 0.114, 0.713)
C (2.456, -0.414, 0.318)
N (0.160, -1.050, 1.068)
H (-0.166, 0.516, -0.909)
H (1.151, 1.758, -0.858)
H (-0.099, 1.816, 0.447)
H (1.252, 0.596, 1.670)
H (2.692, -1.402, 0.725)
H (3.071, 0.449, 0.476)
H (2.351, -0.737, -0.734)
H (-0.531, -0.690, 1.710)
H (-0.161, -1.422, 0.184)
H (-4.926, -0.493, -2.167)
H (-4.245, 0.340, -1.058)
O (-4.460, -0.561, -1.327)

Energies relative to the most stable structure are (i) 0.000; (ii) 0.377, reported in eV.